Record 1
C40H49BCl5IN8O3PrS3 | ωB97M-V with the def2-TZVPD basis set

```
! wB97M-V def2-TZVPD RIJCOSX def2/J DEFGRID3
* xyz 1 3
Pr 3.45 -0.08 -0.37
C -0.24 -3.05 4.08
C -1.02 -2.52 2.92
C -2.37 -2.66 2.82
C -3.06 -2.19 1.67
N -2.41 -1.57 0.72
N -1.09 -1.41 0.83
B -0.46 -0.65 -0.32
N -1.20 -0.79 -1.69
N -2.28 -0.25 -2.19
C -2.57 -0.55 -3.43
C -1.74 -1.42 -4.18
C -0.58 -1.95 -3.66
C 0.37 -2.83 -4.40
C -0.34 -1.57 -2.33
S 0.88 -1.86 -1.13
C -3.82 0.05 -4.05
C -4.79 -1.08 -4.42
C -4.50 1.01 -3.07
C -3.41 0.83 -5.31
N -0.27 0.83 0.04
N -0.94 1.16 1.16
C -1.11 2.40 1.47
C -0.68 3.43 0.60
C 0.03 3.12 -0.52
C 0.53 4.17 -1.47
C 0.32 1.74 -0.78
S 1.38 1.26 -2.01
C -1.84 2.68 2.78
C -1.25 1.78 3.88
C -1.72 4.14 3.20
C -3.32 2.32 2.57
C -0.33 -1.85 1.85
S 1.35 -1.63 1.87
C -4.56 -2.35 1.44
C -4.78 -2.94 0.04
C -5.22 -0.97 1.51
C -5.18 -3.27 2.48
H -0.89 -3.55 4.79
H 0.28 -2.24 4.58
H 0.52 -3.74 3.73
H -2.92 -3.14 3.62
H -2.01 -1.67 -5.20
H 0.03 -2.98 -5.42
H 0.45 -3.80 -3.91
H 1.36 -2.39 -4.42
H -5.11 -1.61 -3.52
H -4.34 -1.79 -5.10
H -5.67 -0.66 -4.90
H -4.82 0.49 -2.16
H -5.38 1.45 -3.54
H -3.82 1.81 -2.77
H -2.97 0.19 -6.06
H -2.69 1.61 -5.05
H -4.29 1.31 -5.75
H -0.90 4.47 0.82
H -0.04 5.08 -1.36
H 0.47 3.81 -2.50
H 1.58 4.38 -1.27
H -0.22 2.06 4.08
H -1.28 0.74 3.58
H -1.83 1.90 4.80
H -0.68 4.46 3.24
H -2.15 4.25 4.19
H -2.27 4.80 2.53
H -3.43 1.27 2.31
H -3.76 2.92 1.76
H -3.88 2.53 3.48
H -4.37 -2.28 -0.72
H -5.85 -3.07 -0.14
H -4.30 -3.92 -0.05
H -4.78 -0.31 0.75
H -5.08 -0.51 2.49
H -6.29 -1.06 1.32
H -4.69 -4.25 2.49
H -6.23 -3.43 2.24
H -5.13 -2.84 3.49
Cl 5.81 -1.46 1.69
C 5.02 -0.21 2.60
C 4.00 0.47 1.94
C 3.34 1.41 2.72
Cl 2.08 2.28 1.90
C 3.61 1.65 4.05
Cl 2.66 2.76 4.96
C 4.67 0.98 4.65
Cl 5.07 1.28 6.29
C 5.40 0.05 3.91
Cl 6.74 -0.77 4.61
C 5.10 3.00 -2.99
C 5.26 2.35 -1.63
C 6.49 2.81 -0.87
O 4.07 2.57 -0.80
C 5.16 0.81 -1.71
O 5.75 0.14 -0.84
O 4.25 0.32 -2.42
H 5.02 4.08 -2.88
H 4.22 2.61 -3.48
H 5.98 2.77 -3.60
H 6.47 3.89 -0.75
H 7.39 2.52 -1.40
H 6.51 2.35 0.12
H 4.05 3.50 -0.57
I 6.97 -5.14 -1.76
C 5.36 -4.12 -0.94
C 4.62 -4.49 0.16
N 3.69 -3.54 0.33
N 3.79 -2.58 -0.59
C 4.80 -2.92 -1.38
H 4.71 -5.35 0.81
H 2.99 -3.47 1.06
H 5.08 -2.31 -2.22
*
```

Calculated values
- expectation value of S² = 2.00
- Kohn-Sham gap (spin up / spin down) (eV) = 7.67 / 7.68
- molecular weight (g mol⁻¹) = 1242.0
- E_LUMO (spin up / spin down) (Ha) = -0.1073 / -0.1072

=====

Record 2
C33H38BN6O13PS | ωB97M-V with the def2-TZVPD basis set

```
! wB97M-V def2-TZVPD RIJCOSX def2/J DEFGRID3
* xyz 0 1
H 0.48 2.18 0.12
N 0.77 2.72 0.94
C 1.51 2.05 1.70
C 2.06 2.75 2.92
C 1.98 0.63 1.39
C 1.53 -0.59 2.24
P 2.45 -2.03 1.48
S 2.50 -3.83 2.22
C 0.01 -0.98 2.16
C -0.78 -0.48 0.95
N -2.21 -0.49 1.21
C -2.75 0.76 1.72
O -0.58 -0.46 3.38
C 0.34 0.25 4.07
O 0.08 1.16 4.80
C 1.69 -0.37 3.74
O 1.75 -1.64 4.36
B 1.88 -1.85 5.72
O 2.49 -0.97 6.58
O 1.44 -3.03 6.23
H 2.67 2.11 3.55
H 1.25 3.16 3.51
H 2.69 3.57 2.58
H 3.07 0.65 1.42
H 1.70 0.42 0.36
H 1.83 -1.97 0.23
H 3.71 -1.47 1.24
H -0.10 -2.06 2.20
H -0.58 -1.19 0.14
H -0.43 0.50 0.62
H -2.69 -0.74 0.36
H -2.70 0.80 2.81
H -2.20 1.64 1.34
H -3.79 0.85 1.41
H 2.54 0.24 4.04
H 3.13 -0.38 6.18
H 0.84 -3.48 5.63
O 9.08 -5.08 8.44
N 8.79 -5.08 7.26
O 9.50 -5.53 6.38
C 7.49 -4.50 6.87
C 6.68 -3.97 7.85
C 5.47 -3.42 7.47
C 5.09 -3.42 6.13
C 5.92 -3.97 5.17
C 7.14 -4.52 5.53
H 7.00 -3.98 8.88
H 4.81 -2.99 8.22
H 4.15 -2.98 5.85
H 5.61 -3.97 4.13
H 7.80 -4.96 4.80
O 3.23 -0.45 -1.28
N 2.78 0.35 -2.08
O 1.61 0.43 -2.37
C 3.72 1.29 -2.71
C 5.07 1.19 -2.41
C 5.94 2.08 -3.01
C 5.47 3.04 -3.88
C 4.11 3.13 -4.17
C 3.22 2.24 -3.58
H 5.41 0.43 -1.72
H 7.00 2.02 -2.79
H 6.15 3.73 -4.35
H 3.74 3.88 -4.85
H 2.16 2.28 -3.78
O -4.67 1.17 -1.71
N -4.47 -0.01 -1.90
O -4.34 -0.84 -1.02
C -4.37 -0.48 -3.29
C -4.51 0.44 -4.32
C -4.40 -0.01 -5.62
C -4.17 -1.36 -5.88
C -4.04 -2.26 -4.83
C -4.14 -1.83 -3.52
H -4.68 1.48 -4.10
H -4.50 0.69 -6.44
H -4.09 -1.70 -6.90
H -3.86 -3.31 -5.04
H -4.05 -2.51 -2.69
O -5.71 3.40 -5.49
N -6.76 2.99 -5.02
O -6.87 2.47 -3.93
C -7.98 3.13 -5.84
C -7.87 3.69 -7.09
C -9.02 3.81 -7.86
C -10.24 3.37 -7.36
C -10.32 2.81 -6.09
C -9.18 2.68 -5.31
H -6.91 4.03 -7.45
H -8.97 4.25 -8.84
H -11.14 3.46 -7.96
H -11.27 2.47 -5.70
H -9.21 2.25 -4.33
*
```

Calculated values
- Kohn-Sham gap (eV) = 7.51
- molecular weight (g mol⁻¹) = 800.5
- E_LUMO (Ha) = -0.0415
- structure (SMILES) = [H]/N=C(/C)C[C@]1([PH2]=S)[C@H](CNC)OC(=O)[C@H]1OB(O)O.O=[N+]([O-])c1ccccc1.O=[N+]([O-])c1ccccc1.O=[N+]([O-])c1ccccc1.O=[N+]([O-])c1ccccc1

=====

Record 3
C18H21Cl2NO2 | ωB97M-V with the def2-TZVPD basis set

```
! wB97M-V def2-TZVPD RIJCOSX def2/J DEFGRID3
* xyz 0 1
C -5.19 -3.29 0.29
O -4.44 -2.56 -0.65
C -3.81 -1.42 -0.24
C -3.09 -0.73 -1.21
C -2.42 0.43 -0.91
C -2.42 0.93 0.39
N -1.76 2.10 0.77
C -0.54 2.62 0.43
O -0.12 3.59 1.03
C 0.23 1.93 -0.65
C 0.82 0.57 -0.43
C 0.70 -0.23 0.85
C 1.87 -1.22 0.95
C 3.17 -0.49 0.71
C 3.65 -0.23 -0.71
C 4.02 1.17 -1.14
C 2.75 1.93 -1.54
C 1.71 1.78 -0.46
C 4.44 -1.10 0.21
Cl 5.96 -0.53 0.88
Cl 4.50 -2.83 -0.12
C -3.17 0.26 1.35
C -3.85 -0.91 1.05
H -5.59 -4.14 -0.25
H -6.02 -2.70 0.69
H -4.56 -3.65 1.12
H -3.09 -1.13 -2.22
H -1.90 0.95 -1.70
H -2.16 2.57 1.58
H -0.12 2.17 -1.65
H 0.84 -0.06 -1.31
H 0.71 0.44 1.70
H -0.24 -0.79 0.87
H 1.88 -1.69 1.94
H 1.75 -2.01 0.20
H 3.33 0.32 1.41
H 3.13 -0.79 -1.48
H 4.52 1.68 -0.31
H 4.72 1.13 -1.98
H 2.99 2.99 -1.69
H 2.36 1.54 -2.48
H 2.05 2.14 0.51
H -3.20 0.64 2.36
H -4.41 -1.40 1.83
*
```

Calculated values
- energy above the lowest of the compared OMol25 structures with the same formula, charge and spin (kcal per mole) = 15.6
- Kohn-Sham gap (eV) = 8.85
- molecular weight (g mol⁻¹) = 354.3
- E_LUMO (Ha) = 0.0231
- structure (SMILES) = COc1ccc(NC(=O)C2[C@@H]3CC[C@@H]4[C@@H](CC[C@@H]23)C4(Cl)Cl)cc1

=====

Record 4
C24H26As2N2O2Rh | ωB97M-V with the def2-TZVPD basis set

```
! wB97M-V def2-TZVPD RIJCOSX def2/J DEFGRID3
* xyz 1 5
Rh 0.35 0.02 -1.35
O 0.27 -1.09 -3.12
C -0.34 -2.21 -3.01
C -1.43 -2.53 -3.87
C -2.01 -3.76 -3.85
C -1.54 -4.77 -2.99
C -0.52 -4.50 -2.11
C 0.09 -3.23 -2.05
C 1.05 -2.98 -1.07
N 1.54 -1.77 -0.81
N 2.39 -1.59 0.15
C 2.53 -0.35 0.62
O 1.67 0.54 0.34
C 3.62 -0.07 1.54
C 4.47 -1.08 2.00
C 5.45 -0.78 2.92
C 5.59 0.51 3.40
C 4.75 1.52 2.95
C 3.77 1.23 2.02
H -1.76 -1.76 -4.56
H -2.85 -3.97 -4.50
H -1.99 -5.75 -3.02
H -0.17 -5.26 -1.43
H 1.38 -3.80 -0.44
H 4.35 -2.09 1.62
H 6.11 -1.56 3.29
H 6.35 0.74 4.14
H 4.86 2.53 3.32
H 3.11 2.00 1.66
C -1.11 -1.33 2.07
As -1.47 -0.51 0.32
C -3.10 -1.44 -0.25
C -2.25 1.23 0.79
C -3.23 1.31 1.77
C -3.85 2.51 2.05
C -3.50 3.65 1.34
C -2.51 3.59 0.38
C -1.87 2.38 0.10
As -0.35 2.35 -1.14
C -0.94 3.41 -2.68
C 0.79 3.61 -0.18
H -2.04 -1.60 2.58
H -0.53 -0.65 2.69
H -0.52 -2.24 1.92
H -3.92 -1.25 0.45
H -2.92 -2.51 -0.33
H -3.39 -1.06 -1.23
H -3.51 0.42 2.32
H -4.61 2.56 2.81
H -3.99 4.59 1.54
H -2.22 4.48 -0.17
H -1.13 4.45 -2.41
H -1.83 2.97 -3.12
H -0.14 3.39 -3.42
H 0.30 4.58 -0.06
H 1.74 3.74 -0.70
H 1.00 3.19 0.81
*
```

Calculated values
- expectation value of S² = 6.05
- Kohn-Sham gap (spin up / spin down) (eV) = 7.22 / 5.92
- molecular weight (g mol⁻¹) = 627.2
- E_LUMO (spin up / spin down) (Ha) = -0.1178 / -0.1978

=====

Record 5
C39H111N15O12 | ωB97M-V with the def2-TZVPD basis set

```
! wB97M-V def2-TZVPD RIJCOSX def2/J DEFGRID3
* xyz 0 1
C 5.00 -1.72 0.67
O 5.22 -0.34 0.88
C 5.42 0.27 -0.43
C 6.38 1.46 -0.16
C 5.70 2.30 0.96
N 6.52 2.23 -1.42
H 4.89 -2.16 1.68
H 5.77 -2.13 0.05
H 4.06 -1.97 0.26
H 5.79 -0.51 -1.10
H 4.45 0.57 -0.81
H 7.37 1.06 0.06
H 4.81 2.79 0.59
H 6.44 3.04 1.26
H 5.55 1.65 1.84
H 6.96 3.15 -1.18
H 5.58 2.48 -1.73
C -0.03 1.49 -4.81
O -1.28 0.89 -4.68
C -1.66 0.31 -5.95
C -2.97 -0.41 -5.66
C -2.91 -1.37 -4.40
N -3.43 -1.01 -6.85
H 0.76 0.70 -4.90
H 0.21 2.21 -3.97
H 0.05 2.09 -5.72
H -1.84 1.14 -6.60
H -0.86 -0.36 -6.33
H -3.59 0.43 -5.32
H -3.87 -1.47 -3.88
H -2.32 -0.77 -3.68
H -2.34 -2.31 -4.48
H -4.39 -1.31 -6.82
H -2.73 -1.43 -7.38
C 1.95 -1.72 5.28
O 2.78 -0.62 4.89
C 2.33 0.14 3.82
C 3.15 1.43 3.71
C 3.01 2.34 4.90
N 2.64 2.15 2.52
H 0.88 -1.45 5.33
H 2.28 -2.07 6.27
H 2.05 -2.57 4.58
H 2.24 -0.48 2.97
H 1.32 0.49 3.95
H 4.18 1.13 3.56
H 3.81 3.10 4.77
H 3.10 1.78 5.89
H 2.05 2.88 4.84
H 2.75 3.15 2.62
H 3.10 1.88 1.63
C -2.27 -4.28 -1.96
O -1.60 -4.52 -0.73
C -0.28 -5.04 -0.85
C -0.20 -6.55 -1.05
C -0.73 -7.34 0.19
N 1.18 -6.96 -1.30
H -2.28 -5.04 -2.72
H -2.00 -3.34 -2.48
H -3.30 -4.12 -1.66
H 0.06 -4.54 -1.71
H 0.22 -4.84 0.09
H -0.78 -6.83 -1.93
H -1.79 -7.11 0.35
H -0.20 -7.02 1.07
H -0.48 -8.37 0.06
H 1.86 -6.72 -0.52
H 1.61 -6.57 -2.14
C -3.43 -7.22 7.12
O -3.58 -5.82 6.73
C -2.39 -5.46 6.05
C -2.60 -4.08 5.38
C -3.80 -4.24 4.47
N -1.42 -3.68 4.65
H -2.54 -7.25 7.68
H -3.24 -7.87 6.28
H -4.24 -7.53 7.78
H -1.53 -5.46 6.69
H -2.20 -6.16 5.21
H -2.85 -3.39 6.17
H -3.97 -3.34 3.90
H -4.72 -4.38 5.09
H -3.74 -5.12 3.77
H -1.11 -2.81 5.09
H -1.73 -3.58 3.72
C 1.59 -1.03 -3.10
O 0.90 -1.89 -3.99
C 1.80 -2.67 -4.67
C 2.11 -4.04 -4.06
C 3.26 -4.77 -4.77
N 0.87 -4.76 -4.19
H 2.14 -0.40 -3.77
H 2.18 -1.66 -2.39
H 0.87 -0.45 -2.43
H 1.44 -2.84 -5.71
H 2.74 -2.09 -4.74
H 2.29 -3.86 -2.95
H 2.88 -5.79 -5.05
H 4.18 -4.86 -4.23
H 3.50 -4.37 -5.78
H 0.03 -4.28 -3.88
H 0.70 -5.04 -5.13
C -2.09 1.36 -1.89
O -1.25 0.57 -1.03
C -2.04 -0.47 -0.43
C -1.29 -1.08 0.72
C 0.05 -1.69 0.32
N -2.20 -2.08 1.41
H -2.58 0.77 -2.61
H -1.39 1.99 -2.52
H -2.80 1.95 -1.31
H -3.01 -0.01 -0.15
H -2.20 -1.20 -1.22
H -1.12 -0.24 1.46
H 0.84 -0.96 0.43
H -0.03 -2.04 -0.70
H 0.26 -2.46 1.11
H -2.31 -2.93 0.85
H -3.12 -1.69 1.54
C -3.54 4.28 -5.14
O -2.88 5.05 -4.16
C -3.29 4.73 -2.78
C -3.20 6.06 -2.08
C -4.22 7.10 -2.58
N -1.80 6.53 -1.97
H -4.64 4.28 -4.88
H -3.10 3.25 -5.15
H -3.37 4.82 -6.10
H -4.36 4.26 -2.72
H -2.54 4.07 -2.33
H -3.52 5.91 -1.07
H -3.99 8.05 -2.13
H -5.14 6.82 -2.08
H -4.19 7.23 -3.68
H -1.35 5.89 -1.33
H -1.30 6.37 -2.84
C 2.41 2.84 -2.29
O 3.49 3.61 -1.75
C 3.09 4.47 -0.68
C 4.28 5.29 -0.20
C 3.75 6.13 0.99
N 4.84 6.21 -1.18
H 1.70 3.50 -2.80
H 1.89 2.33 -1.50
H 2.80 2.09 -2.96
H 2.36 5.23 -1.04
H 2.67 3.89 0.14
H 5.11 4.76 0.26
H 2.91 6.78 0.60
H 4.57 6.74 1.32
H 3.47 5.53 1.85
H 5.37 5.66 -1.84
H 4.03 6.52 -1.69
N -6.01 0.08 4.20
C -4.77 0.02 3.74
N -3.97 -0.63 4.59
O -4.48 0.58 2.67
H -6.63 0.55 3.56
H -6.35 -0.44 4.99
H -4.28 -0.81 5.53
H -2.98 -0.58 4.40
N -0.23 2.46 1.23
C -0.28 3.83 0.74
N 0.19 4.81 1.61
O -0.80 4.20 -0.32
H 0.59 2.22 1.81
H -0.23 1.81 0.45
H 0.28 5.68 1.14
H 0.53 4.57 2.53
N -2.30 2.44 5.73
C -1.56 3.27 4.85
N -2.15 3.47 3.62
O -0.50 3.74 5.10
H -3.32 2.31 5.54
H -2.03 2.42 6.69
H -2.86 2.83 3.29
H -1.64 4.00 2.94
*
```

Calculated values
- energy above the lowest of the compared OMol25 structures with the same formula, charge and spin (kcal per mole) = 96.8
- Kohn-Sham gap (eV) = 8.90
- molecular weight (g mol⁻¹) = 982.4
- E_LUMO (Ha) = 0.0089
- structure (SMILES) = COC[C@H](C)N.COC[C@H](C)N.COC[C@H](C)N.COC[C@H](C)N.COC[C@H](C)N.COC[C@H](C)N.COC[C@H](C)N.COC[C@H](C)N.COC[C@H](C)N.NC(N)=O.NC(N)=O.NC(N)=O

=====

Record 6
C5H4N3O3S | ωB97M-V with the def2-TZVPD basis set

```
! wB97M-V def2-TZVPD RIJCOSX def2/J DEFGRID3
* xyz -1 1
C 0.06 -0.07 1.27
C 0.50 0.24 0.00
C -1.22 -0.88 -0.70
C -3.63 0.14 -0.80
C -2.38 -1.20 -1.50
N -0.24 -0.16 -1.04
N -2.90 -2.53 -1.59
N 1.58 1.08 -0.16
O -3.94 0.88 -1.72
O -3.76 -0.01 0.34
O -2.36 -1.91 -2.71
S -1.35 -1.04 1.06
H 0.44 0.31 2.18
H -2.13 -3.27 -1.43
H 1.39 2.12 -0.13
H 2.07 0.98 -0.98
*
```

Calculated values
- energy above the lowest of the compared OMol25 structures with the same formula, charge and spin (kcal per mole) = 0.0
- Kohn-Sham gap (eV) = 7.06
- molecular weight (g mol⁻¹) = 186.2
- E_LUMO (Ha) = 0.1200